The following is a DFT calculation (ωB97M-V with the def2-TZVPD basis set) of a gas-phase ion, C6H11N2S (charge +1) at a distorted geometry.

CARTESIAN COORDINATES (ANGSTROEM)
C: -1.85 -0.32 -0.17
C: -1.01 -2.33 0.45
C: 0.25 -1.46 0.28
C: -0.96 2.10 -0.27
C: 0.09 1.13 0.22
C: 1.53 1.67 -0.20
N: -2.15 -1.57 0.07
N: -0.21 -0.22 -0.42
S: -2.56 1.18 -0.23
H: -0.71 -3.19 -0.21
H: -1.24 -2.61 1.48
H: 0.66 -1.36 1.23
H: 0.94 -1.92 -0.36
H: -1.05 2.79 0.54
H: -0.91 2.41 -1.28
H: -0.01 1.09 1.39
H: 1.85 2.52 0.42
H: 1.57 1.85 -1.26
H: 2.27 0.86 0.11
H: -3.09 -1.83 0.13

* ΔE to the lowest compared entry with this formula, charge and spin: 54.7 kcal/mol
* E_LUMO: -3.94 eV
* maximum force: 0.1025 Eh/bohr
* orbital gap: 10.20 eV
* HOMO level: -0.5197 Eh
* charge: +1



The following is a DFT calculation (ωB97M-V with the def2-TZVPD basis set) of a gas-phase ion, C6H11N2S (charge +1) at a distorted geometry.

CARTESIAN COORDINATES (ANGSTROEM)
C: -1.08 1.65 -0.04
C: -1.39 0.28 0.12
C: 0.93 -0.20 -0.23
C: -2.76 -0.31 0.42
C: -0.45 -2.02 0.06
C: 3.54 0.54 -0.38
N: -0.32 -0.54 0.05
N: 0.11 2.08 -0.21
S: 2.38 -0.27 0.70
H: -1.92 2.34 -0.02
H: -3.41 0.58 0.59
H: -2.90 -0.87 -0.40
H: -2.96 -1.06 1.29
H: -0.08 -2.63 0.97
H: -1.51 -2.33 -0.22
H: 0.16 -2.41 -0.70
H: 3.53 0.21 -1.44
H: 4.46 0.16 0.16
H: 3.45 1.65 -0.26
H: 0.24 3.12 -0.48

* ΔE to the lowest compared entry with this formula, charge and spin: 123.6 kcal/mol
* E_LUMO (spin up / spin down): -4.88 / -4.88 eV
* maximum force: 0.0820 Eh/bohr
* orbital gap (spin up / spin down): 7.45 / 7.46 eV
* HOMO level (spin up / spin down): -0.4531 / -0.4533 Eh
* charge: +1



The following is a DFT calculation (ωB97M-V with the def2-TZVPD basis set) of a single C6H11N3 molecule at a distorted geometry.

CARTESIAN COORDINATES (ANGSTROEM)
C: -1.58 1.61 0.28
C: -1.37 -0.72 0.46
C: 0.24 0.72 -0.82
C: -2.25 -1.89 0.18
C: 2.07 1.08 0.65
C: 2.35 -0.55 -1.26
N: -0.47 1.68 -0.30
N: -2.15 0.38 0.57
N: 1.54 0.57 -0.56
H: -2.22 2.49 0.54
H: -3.21 -1.75 0.68
H: -2.10 -2.16 -0.84
H: -1.83 -2.82 0.75
H: 1.42 1.85 0.95
H: 1.99 0.39 1.56
H: 3.04 1.34 0.49
H: 1.78 -1.00 -2.01
H: 3.28 -0.15 -1.73
H: 2.66 -1.28 -0.42
H: -3.18 0.22 0.84

* 2S+1: 3
* ΔE to the lowest compared entry with this formula, charge and spin: 33.0 kcal/mol
* E_LUMO (spin up / spin down): 1.10 / -0.91 eV
* maximum force: 0.0965 Eh/bohr
* orbital gap (spin up / spin down): 6.48 / 6.47 eV
* HOMO level (spin up / spin down): -0.1979 / -0.2711 Eh



The following is a DFT calculation (ωB97M-V with the def2-TZVPD basis set) of a gas-phase ion, C6H11N3 (charge +2) at a distorted geometry.

CARTESIAN COORDINATES (ANGSTROEM)
C: 1.43 -0.37 1.54
C: -0.24 0.39 -0.05
C: -0.70 -2.52 0.05
C: 0.99 0.74 0.61
C: 2.26 1.16 -0.23
C: -2.50 0.48 -0.90
N: 0.83 -1.48 1.34
N: -0.10 -1.53 0.47
N: -1.17 0.88 -0.79
H: 2.43 -0.31 2.14
H: -0.56 -3.56 0.39
H: -1.33 -2.64 -0.85
H: 0.77 1.62 1.23
H: 3.08 1.31 0.47
H: 2.13 2.23 -0.64
H: 2.52 0.37 -0.97
H: -2.89 0.89 -1.89
H: -3.12 1.08 -0.11
H: -2.78 -0.59 -0.66
H: -1.06 1.83 -1.15

* ΔE to the lowest compared entry with this formula, charge and spin: 121.0 kcal/mol
* E_LUMO: -10.20 eV
* maximum force: 0.1011 Eh/bohr
* orbital gap: 9.47 eV
* HOMO level: -0.7226 Eh
* charge: +2



The following is a DFT calculation (ωB97M-V with the def2-TZVPD basis set) of a molecular structure, C6H11N3O at a distorted geometry.

CARTESIAN COORDINATES (ANGSTROEM)
N: -0.59 -2.12 0.53
C: -0.88 -0.76 0.19
C: -2.18 -0.37 -0.57
C: -1.82 1.02 0.02
C: -1.32 0.26 1.26
N: -0.55 1.38 -0.63
C: 0.15 0.09 -0.63
C: 1.51 0.06 0.03
N: 2.63 0.17 -0.68
H: -0.48 -2.69 -0.30
H: 0.27 -2.19 1.07
H: -2.19 -0.48 -1.66
H: -3.06 -0.83 -0.12
H: -2.54 1.85 0.07
H: -2.14 -0.13 1.88
H: -0.57 0.75 1.89
H: -0.71 1.70 -1.59
H: 0.26 -0.33 -1.64
O: 1.78 0.55 1.18
H: 2.72 -0.49 -1.44
H: 3.13 0.65 0.45

* ΔE to the lowest compared entry with this formula, charge and spin: 88.6 kcal/mol
* E_LUMO: 0.68 eV
* maximum force: 0.0954 Eh/bohr
* orbital gap: 9.63 eV
* HOMO level: -0.3287 Eh



The following is a DFT calculation (ωB97M-V with the def2-TZVPD basis set) of a single C6H11N3O molecule at a distorted geometry.

CARTESIAN COORDINATES (ANGSTROEM)
C: -2.58 -1.36 1.10
C: -1.96 -0.50 1.98
C: -1.55 -1.66 0.19
C: 0.65 0.20 -2.49
C: 1.85 1.80 0.73
C: 0.67 0.46 -0.99
N: -0.67 -0.35 1.64
N: -0.48 -0.99 0.54
N: 0.62 -0.93 -0.24
O: 1.80 1.28 -0.58
H: -3.44 -1.99 1.26
H: -2.20 -0.19 3.01
H: -1.55 -2.21 -0.74
H: 0.55 -0.85 -2.59
H: 1.50 0.61 -3.01
H: -0.18 0.62 -2.99
H: 2.09 2.93 0.69
H: 2.66 1.30 1.24
H: 0.96 1.59 1.26
H: -0.12 1.09 -0.45
H: 1.39 -0.84 0.43

* ΔE to the lowest compared entry with this formula, charge and spin: 90.2 kcal/mol
* SMILES: CO[C@@H](C)Nn1cccn1
* E_LUMO: 1.12 eV
* maximum force: 0.0637 Eh/bohr
* orbital gap: 10.40 eV
* HOMO level: -0.3411 Eh



The following is a DFT calculation (ωB97M-V with the def2-TZVPD basis set) of 2 unconnected molecules or ions with the total composition C6H11N3O2 at a distorted geometry.

CARTESIAN COORDINATES (ANGSTROEM)
C: 2.71 -0.12 0.02
C: 1.65 -0.31 1.08
C: 0.71 -1.26 0.40
C: -1.14 1.34 -0.90
C: -2.39 1.15 -0.07
C: -2.51 -1.21 0.35
H: 4.03 0.86 0.92
H: 2.09 -0.77 1.99
H: 1.20 0.63 1.36
H: -0.11 -1.74 0.90
H: 2.59 -0.78 -1.97
H: -1.23 2.32 -1.41
H: -0.24 1.40 -0.27
H: -0.98 0.58 -1.65
H: -2.53 2.03 0.57
H: -3.29 1.06 -0.68
H: -2.39 -1.93 1.18
N: 3.86 0.46 0.00
N: 1.00 -1.47 -0.82
N: 2.15 -0.75 -1.07
O: -2.35 0.03 0.84
O: -2.83 -1.52 -0.77

* ΔE to the lowest compared entry with this formula, charge and spin: 9.0 kcal/mol
* SMILES: [H]/N=C1\CC=NN1.CCOC=O
* E_LUMO: 0.70 eV
* maximum force: 0.0282 Eh/bohr
* orbital gap: 9.49 eV
* HOMO level: -0.3228 Eh



The following is a DFT calculation (ωB97M-V with the def2-TZVPD basis set) of 2 unconnected molecules or ions with the total composition C6H11N4O at a distorted geometry.

CARTESIAN COORDINATES (ANGSTROEM)
C: 2.46 -2.29 -1.85
C: 2.31 -1.57 -0.66
C: -2.08 -0.47 1.12
C: -2.34 0.06 -0.33
C: -0.44 1.03 0.39
C: 0.76 1.83 0.36
N: 1.68 -1.72 -2.76
N: 1.04 -0.77 -2.06
N: 1.43 -0.60 -0.90
N: -0.90 0.42 1.46
O: -1.16 0.80 -0.67
H: 3.23 -2.98 -2.16
H: 2.86 -1.65 0.31
H: -2.82 -0.48 1.99
H: -1.72 -1.55 1.03
H: -2.52 -0.85 -0.97
H: -3.24 0.76 -0.21
H: 1.49 1.20 -0.24
H: 1.34 1.85 1.32
H: 0.58 2.87 -0.07
H: -0.84 0.70 2.44
H: 0.40 -0.02 -2.37

* ΔE to the lowest compared entry with this formula, charge and spin: 32.7 kcal/mol
* E_LUMO: -3.60 eV
* maximum force: 0.1017 Eh/bohr
* orbital gap: 9.78 eV
* HOMO level: -0.4916 Eh
* charge: +1



The following is a DFT calculation (ωB97M-V with the def2-TZVPD basis set) of 2 unconnected molecules or ions with the total composition C6H11N4O at a distorted geometry.

CARTESIAN COORDINATES (ANGSTROEM)
C: 0.53 1.31 -1.76
C: 0.43 1.78 0.28
C: -0.78 1.32 -0.13
C: 1.01 2.31 1.55
C: -1.09 -2.67 -0.86
C: -0.25 -1.03 0.83
N: 1.28 1.78 -0.81
N: 2.02 -0.64 0.44
N: 0.89 -1.00 0.58
N: -1.48 -1.52 0.00
O: -0.72 0.96 -1.44
H: 0.81 1.09 -2.78
H: 0.52 3.20 1.87
H: 0.88 1.67 2.45
H: 2.09 2.51 1.33
H: -2.02 -3.12 -1.24
H: -0.39 -2.31 -1.67
H: -0.55 -3.49 -0.17
H: -1.79 1.26 0.27
H: 2.65 -1.13 1.04
H: -2.27 -1.64 0.69
H: -1.77 -0.64 -0.48

* ΔE to the lowest compared entry with this formula, charge and spin: 115.1 kcal/mol
* E_LUMO: -4.55 eV
* maximum force: 0.0940 Eh/bohr
* orbital gap: 7.87 eV
* HOMO level: -0.4565 Eh
* charge: +1



The following is a DFT calculation (ωB97M-V with the def2-TZVPD basis set) of 2 unconnected molecules or ions with the total composition C6H11N4O2 at a distorted geometry.

CARTESIAN COORDINATES (ANGSTROEM)
C: 1.45 3.09 0.14
C: 2.32 1.51 1.43
C: 0.48 1.24 0.27
C: -1.37 0.29 -1.67
C: 0.97 -2.05 0.06
C: -2.34 -1.77 0.51
N: 2.38 2.74 0.94
N: 0.49 2.36 -0.32
N: 1.27 0.71 1.18
N: -0.68 -0.33 -0.60
O: 0.25 -1.35 -0.99
O: -1.41 -0.64 0.55
H: 1.38 4.11 -0.11
H: 3.08 1.19 2.21
H: -2.16 -0.26 -2.08
H: -1.70 1.30 -1.55
H: -0.67 0.37 -2.43
H: 2.09 -1.91 -0.23
H: 0.80 -3.06 -0.10
H: 0.87 -1.41 0.96
H: -1.69 -2.71 0.31
H: -3.23 -1.68 -0.09
H: -2.58 -1.77 1.63

* ΔE to the lowest compared entry with this formula, charge and spin: 168.3 kcal/mol
* E_LUMO: -4.97 eV
* maximum force: 0.0976 Eh/bohr
* orbital gap: 9.09 eV
* HOMO level: -0.5169 Eh
* charge: +1



Number 1: E_tot -20207.77994 eV. Number 2: E_tot -20204.79138 eV. Number 3: E_tot -10863.35095 eV. Number 4: E_tot -10847.70320 eV. Number 5: E_tot -12915.20145 eV. Number 6: E_tot -12915.13182 eV. Number 7: E_tot -14964.42364 eV. Number 8: E_tot -14399.59710 eV. Number 9: E_tot -14396.02391 eV. Number 10: E_tot -16441.87836 eV.